Here is a structure of composition C21H56FO24P5S in a non-equilibrium geometry from the Open Molecules 2025 dataset. Energies are from ωB97M-V/def2-TZVPD.

Calculated values
* strongest force on any atom: 8.53 eV Å⁻¹
* 2S+1: 1
* orbital gap: 7.12 eV
* E_tot: -4844.27519 a.u.

Geometry as XYZ:
```
108
Properties=species:S:1:pos:R:3:forces:R:3
C 2.33634 4.74554 3.75819 -0.8 -0.6 -0.7
C 1.61224 4.13642 2.54704 0.9 0.5 0.4
C 2.58141 3.73377 1.44600 -0.9 0.0 -0.1
C 0.54196 5.11059 2.01867 0.4 -0.3 0.5
C -0.77097 4.41629 1.88547 0.2 1.9 -0.9
F -0.54042 3.19502 1.29751 0.3 -0.9 0.6
C -1.85878 4.97521 0.99916 0.6 -0.7 -1.4
O -2.94389 4.03995 1.24550 0.9 0.2 0.7
S -2.77980 3.50562 2.76051 -1.5 0.7 0.0
O -2.57224 2.13252 2.90306 1.3 -1.8 -0.8
O -3.89708 3.95834 3.46171 -1.2 1.8 1.2
O -1.43978 4.33416 3.12671 -0.2 -1.5 -0.1
H 3.06407 4.00267 4.05115 0.4 0.2 0.5
H 1.57039 4.86619 4.51494 0.1 0.1 0.5
H 2.77505 5.71091 3.54283 0.3 0.2 -0.1
H 1.17536 3.22133 2.92675 -0.4 -0.2 0.0
H 2.82343 4.59986 0.84197 0.5 0.2 -0.1
H 3.44747 3.20985 1.82049 0.4 0.0 0.1
H 2.04363 3.05569 0.80052 0.1 -0.2 -0.3
H 0.48379 5.93683 2.71281 -0.4 0.3 0.1
H 0.86448 5.52529 1.07114 -0.2 0.0 -0.4
H -1.48989 4.82760 -0.01026 -0.4 0.0 -0.4
H -2.13292 6.01322 1.10358 -0.3 0.2 0.6
C -1.77015 2.13632 -4.73279 0.0 -0.1 -0.2
O -1.13923 3.42588 -4.86185 0.2 -2.2 2.0
P 0.16529 3.74298 -3.90050 2.4 5.1 -2.4
O -0.14048 5.11150 -3.43280 -0.7 -0.4 0.6
O 1.23970 3.67241 -5.09010 0.2 -0.4 -0.1
C 0.93424 4.10212 -6.40971 0.0 0.0 -0.1
O 1.32088 3.23391 -2.87044 -2.0 -2.4 0.2
C 0.88600 2.66306 -1.61575 -0.1 0.2 0.0
H -2.60005 2.10271 -5.43255 0.0 0.1 0.0
H -1.06892 1.33308 -4.97432 -0.1 0.0 0.0
H -2.15320 1.99643 -3.72224 -0.1 -0.1 0.0
H 0.39722 5.05059 -6.40904 -0.1 0.0 0.0
H 0.35596 3.34238 -6.93472 -0.1 0.1 0.0
H 1.87939 4.23308 -6.93234 0.1 0.0 0.1
H 0.27442 1.77275 -1.77493 0.0 0.0 0.0
H 0.31585 3.40306 -1.05164 0.0 0.0 0.0
H 1.77015 2.38120 -1.05369 0.1 0.0 -0.2
C -5.22860 -2.83676 0.59813 0.1 0.1 0.1
O -3.80609 -2.61762 0.46899 -2.4 0.1 -2.0
P -3.26911 -1.83413 -0.89023 5.6 1.5 1.2
O -2.10557 -2.65449 -1.27847 -0.6 -0.6 -0.2
O -2.88297 -0.47662 -0.12382 -0.2 0.3 -0.1
C -2.38531 -0.52971 1.20906 0.1 0.0 0.2
O -3.63682 -0.97814 -2.22743 -2.7 -1.2 0.9
C -4.50538 -1.65872 -3.17045 0.2 -0.3 -0.2
H -5.40489 -3.35711 1.53497 0.1 0.0 0.0
H -5.76873 -1.88669 0.61416 0.0 0.0 0.0
H -5.59708 -3.45533 -0.22248 0.0 0.0 0.0
H -1.64976 -1.32741 1.32649 -0.1 -0.1 0.0
H -3.20950 -0.67284 1.90562 0.1 -0.1 0.1
H -1.91176 0.41757 1.44232 -0.1 0.1 -0.2
H -5.45954 -1.90403 -2.70300 -0.1 0.0 -0.1
H -4.03026 -2.56950 -3.53994 0.0 0.0 0.0
H -4.69057 -0.99244 -4.00331 0.1 0.2 0.0
C 5.39397 -1.21196 7.59484 0.2 0.1 -0.1
O 5.68380 -0.39461 6.43969 -2.4 -0.4 2.6
P 4.80571 1.02717 6.23669 4.4 2.6 -6.8
O 4.53933 0.83063 4.77297 -0.8 -1.0 0.6
O 6.09732 1.94209 6.55371 -0.1 0.1 0.7
C 7.43275 1.49916 6.33426 0.2 0.0 0.1
O 3.90882 2.40859 6.39431 -1.4 -1.6 3.1
C 2.52430 2.16158 6.72486 -0.1 0.1 -0.2
H 6.04653 -2.08003 7.56508 0.0 0.0 -0.1
H 5.58162 -0.66011 8.52006 0.0 -0.1 0.0
H 4.35664 -1.55163 7.57382 0.0 -0.1 0.0
H 7.53604 0.99820 5.37287 -0.1 -0.1 0.0
H 7.75587 0.84052 7.13927 0.0 -0.1 -0.1
H 8.06717 2.38299 6.34167 -0.1 0.1 0.0
H 2.45619 1.65963 7.69040 -0.2 0.1 0.0
H 2.05591 1.55210 5.94853 0.0 0.0 0.0
H 2.00684 3.11425 6.78900 0.1 0.1 0.0
C 1.32134 0.15881 1.43106 0.2 -0.2 -0.1
O 2.31874 -0.39832 0.55021 -0.9 -0.5 3.0
P 3.27920 -1.69190 1.02574 3.8 -1.0 -6.0
O 4.56639 -1.14612 0.52119 -0.1 0.7 0.7
O 2.57790 -2.75312 0.04535 -0.5 -0.2 0.5
C 1.96918 -2.37039 -1.18720 -0.2 0.0 -0.1
O 3.89151 -2.96080 1.90324 -2.6 1.1 1.9
C 4.30854 -2.66291 3.24280 0.3 0.3 0.0
H 0.83764 0.97688 0.90343 0.0 0.0 0.0
H 0.56862 -0.58705 1.69736 0.0 0.1 0.0
H 1.79531 0.54776 2.33554 -0.1 0.1 0.0
H 2.59388 -1.66927 -1.73996 0.0 0.1 0.1
H 0.98240 -1.94276 -1.01397 0.0 0.0 0.0
H 1.84594 -3.27525 -1.77767 0.1 -0.1 0.1
H 3.46714 -2.31975 3.84597 0.1 0.0 0.1
H 5.07785 -1.88868 3.21951 0.0 0.0 0.1
H 4.71660 -3.56841 3.68470 0.0 -0.1 -0.1
C -6.19714 -7.46108 -5.93391 0.0 0.1 -0.2
O -5.60066 -6.19591 -6.29683 0.7 -2.3 2.1
P -4.02756 -5.92272 -5.83439 1.7 4.8 -3.7
O -4.10411 -4.54020 -5.32326 -0.6 -0.3 0.9
O -3.45464 -6.04800 -7.33248 0.1 -0.3 -0.2
C -4.19522 -5.62439 -8.47004 0.0 0.0 -0.1
O -2.57582 -6.45531 -5.30641 -2.0 -2.3 1.0
C -2.53039 -7.00378 -3.97125 0.1 0.2 0.2
H -7.21614 -7.47256 -6.30941 0.0 0.1 0.0
H -5.64614 -8.29300 -6.38015 0.0 0.0 0.0
H -6.22136 -7.57650 -4.84880 -0.1 0.0 0.0
H -4.66648 -4.65582 -8.30482 -0.1 0.0 0.1
H -4.94594 -6.36753 -8.73663 -0.1 0.1 0.0
H -3.49308 -5.53758 -9.29638 0.1 0.0 0.1
H -3.18483 -7.87175 -3.88295 0.1 0.0 0.0
H -2.81720 -6.24633 -3.23948 0.0 0.0 0.0
H -1.50921 -7.31715 -3.77882 0.0 0.1 -0.1
```
Positions in Å, forces in eV/Å.

Atom charges from the Mulliken analysis, given in e for atoms 1 to 4: number 1, C, carries -1.768; number 2, C, carries 1.638; number 3, C, carries -1.300; number 4, C, carries -1.540